Record 1
A 6-piece molecular cluster, C25H37N2O22PS7 overall. Source: the OMol25 dataset; level of theory: wB97M-V/def2-TZVPD.

Each line ends with the Mulliken charge.
Atoms and positions in Å:
1 C -3.0830 4.9074 -4.6509  -0.55
2 C -1.7259 4.6089 -4.9792  -0.09
3 C -0.1488 4.1232 -5.2517  -0.11
4 C 0.4258 3.6868 -3.7533  0.25
5 C 1.7098 4.3754 -2.9990  -0.82
6 C 2.0674 3.8017 -1.4763  0.36
7 P 3.5568 4.6724 -0.5964  0.21
8 S 4.7469 3.4476 0.3360  -0.38
9 C 1.1911 2.5870 -0.7356  0.10
10 C 1.5027 2.0350 0.7930  0.67
11 C 1.0803 3.2197 1.8580  -0.38
12 C -0.5540 3.2912 2.1066  -0.24
13 C -1.3552 4.2585 1.0525  -0.04
14 O -1.3632 5.6725 1.5436  -0.34
15 C -1.8335 6.5451 0.4541  0.57
16 C -0.8452 7.2894 -0.6596  -0.55
17 O -3.1627 6.7534 0.2838  -0.55
18 C -0.1123 1.8651 -1.4939  0.18
19 N -1.0410 0.7743 -1.0056  -0.19
20 S -2.2370 0.5338 -2.3012  0.12
21 N -1.6184 1.7132 -3.4793  -0.48
22 C -0.3962 2.4923 -2.9817  0.39
23 H -4.1154 4.8339 -4.0561  0.32
24 H 0.4204 5.0358 -5.7181  0.38
25 H -0.1466 3.2408 -6.0244  -0.01
26 H 2.3343 5.2387 -3.5157  0.17
27 H 4.2659 5.5143 -1.5674  0.12
28 H 2.9409 5.5912 0.3694  0.08
29 H 2.5869 1.6200 0.9409  0.31
30 H 0.7706 1.1222 1.0209  -0.94
31 H 1.5657 3.0017 2.9111  0.35
32 H 1.4527 4.2799 1.5304  -0.07
33 H -0.6860 3.7588 3.1967  0.39
34 H -1.0089 2.1990 2.1754  -0.03
35 H -2.4757 3.8767 0.9385  0.27
36 H -0.9036 4.2994 -0.0283  -0.04
37 H 0.1468 7.6076 -0.1096  0.25
38 H -0.6328 6.5893 -1.5883  0.09
39 H -1.3323 8.2901 -1.0588  0.29
40 O -0.5287 -6.2142 -3.0542  -0.55
41 S 0.2913 -5.1861 -2.4526  1.10
42 O 1.5560 -5.4625 -1.8120  -0.54
43 O -0.6386 -4.3338 -1.4197  -0.32
44 C -0.6437 -2.9607 -1.8066  -0.08
45 C -0.4224 -2.9617 -3.3168  -0.26
46 O 0.5185 -4.0060 -3.5554  -0.35
47 H 0.1789 -2.4577 -1.2881  0.11
48 H -1.5902 -2.4897 -1.5284  0.25
49 H -0.0388 -2.0062 -3.6822  0.29
50 H -1.3459 -3.2109 -3.8502  0.32
51 O -1.9205 -1.5416 1.0822  -0.65
52 S -0.5728 -1.3813 1.5814  1.16
53 O 0.5350 -0.9850 0.7434  -0.59
54 O -0.1603 -2.7427 2.3779  -0.14
55 C 0.1733 -2.4216 3.7272  -0.01
56 C -0.6397 -1.1741 4.0626  -0.34
57 O -0.6236 -0.3874 2.8737  -0.39
58 H 1.2476 -2.2160 3.7728  0.18
59 H -0.0643 -3.2593 4.3884  0.13
60 H -0.2175 -0.6147 4.9009  0.41
61 H -1.6812 -1.4302 4.2840  0.31
62 O -0.5341 -3.1800 6.2923  -0.40
63 S -0.7592 -3.8318 7.5633  0.93
64 O 0.0302 -3.5546 8.7408  -0.58
65 O -0.7709 -5.4428 7.3136  -0.30
66 C -2.0212 -5.9812 7.7403  -0.31
67 C -3.0321 -4.8506 7.5681  -0.38
68 O -2.3355 -3.6661 7.9482  -0.32
69 H -1.9270 -6.2688 8.7924  0.27
70 H -2.2805 -6.8610 7.1453  0.35
71 H -3.9221 -4.9898 8.1864  0.33
72 H -3.3305 -4.7451 6.5197  0.28
73 O 0.8779 -5.0677 4.1111  -0.26
74 S 1.2551 -6.3690 4.6165  1.00
75 O 0.3308 -7.4749 4.7111  -0.60
76 O 1.9689 -6.1634 6.0678  -0.30
77 C 3.2907 -6.6985 6.0277  -0.32
78 C 3.7371 -6.5743 4.5734  -0.40
79 O 2.5759 -6.8687 3.8003  -0.33
80 H 3.2431 -7.7475 6.3372  0.29
81 H 3.9455 -6.1484 6.7089  0.33
82 H 4.5492 -7.2624 4.3268  0.33
83 H 4.0458 -5.5494 4.3421  0.26
84 O -0.2422 4.7819 -8.9870  -0.54
85 S 0.3212 3.4518 -8.9200  1.14
86 O 1.4960 3.1328 -8.1425  -0.52
87 O 0.5463 2.9176 -10.4438  -0.30
88 C -0.1914 1.7122 -10.6390  -0.36
89 C -1.3814 1.8036 -9.6875  -0.34
90 O -0.8685 2.4154 -8.5063  -0.25
91 H 0.4575 0.8698 -10.3787  0.28
92 H -0.5035 1.6210 -11.6828  0.31
93 H -1.8090 0.8242 -9.4601  0.30
94 H -2.1617 2.4557 -10.0940  0.29

The SMILES is C#CCc1cc([PH2]=S)c(CCCCOC(C)=O)c2nsnc12.O=S1(=O)OCCO1.O=S1(=O)OCCO1.O=S1(=O)OCCO1.O=S1(=O)OCCO1.O=S1(=O)OCCO1. The net charge is 0. For the gap between HOMO and LUMO, the calculation gives 6.59 eV. Its HOMO energy is -8.44 eV. The value obtained for the total energy is -5867.48334 a.u.

=====

Record 2
C25H37N2PbS as an isolated structure. Source: the OMol25 dataset; level of theory: wB97M-V/def2-TZVPD.

Each line ends with the Mulliken charge.
Atoms and positions in Å:
1 C -1.7968 0.4707 -1.8343  0.16
2 C -0.8926 -0.4997 -2.3512  0.44
3 C 0.2886 0.1791 -2.7495  0.76
4 C 0.1142 1.5624 -2.4844  0.44
5 C -1.1873 1.7459 -1.9506  1.17
6 Pb -0.0817 -0.0909 0.7757  0.85
7 C 3.7735 1.4644 1.2081  0.57
8 C 2.5586 1.7657 1.8651  -0.42
9 H 2.5944 1.6823 2.9596  0.36
10 C 1.1690 1.9214 1.2389  -0.68
11 H 0.9868 2.2704 0.1947  0.22
12 H 0.3172 2.4149 1.8944  0.42
13 C 4.8712 0.5654 1.8174  -1.54
14 H 4.6338 -0.2663 2.5026  0.42
15 H 5.5405 0.0589 1.0879  0.38
16 H 5.5877 1.1895 2.4073  0.38
17 C 3.7382 1.6456 -0.2670  -0.81
18 H 2.8465 1.3069 -0.8252  -0.13
19 H 3.8171 2.7247 -0.4955  0.41
20 H 4.5492 1.1479 -0.7966  0.37
21 C -1.1706 -1.9430 -2.4933  -1.63
22 H -1.6924 -2.3492 -1.6132  0.32
23 H -1.8136 -2.1352 -3.3681  0.35
24 H -0.2525 -2.5230 -2.6319  0.37
25 C 1.4754 -0.4615 -3.3584  -1.16
26 H 1.7555 -1.3795 -2.8263  0.00
27 H 1.2881 -0.7237 -4.4146  0.41
28 H 2.3473 0.2065 -3.3334  0.22
29 C 1.0663 2.6528 -2.7943  -1.68
30 H 2.0090 2.2590 -3.1942  0.36
31 H 0.6469 3.3392 -3.5475  0.41
32 H 1.3017 3.2571 -1.9042  0.32
33 C -1.8452 3.0306 -1.6499  -1.53
34 H -1.1468 3.8723 -1.7395  0.40
35 H -2.6753 3.2111 -2.3529  0.35
36 H -2.2708 3.0461 -0.6353  0.17
37 C -3.1689 0.2157 -1.3569  -1.24
38 H -3.3868 0.7603 -0.4223  0.17
39 H -3.9065 0.5460 -2.1103  0.33
40 H -3.3443 -0.8533 -1.1748  0.32
41 C 1.2698 -1.8464 -0.2970  -0.26
42 C 2.8642 -1.7889 0.1184  -0.33
43 C 1.0411 -3.1143 -0.6486  -0.45
44 C 3.6294 -1.9248 -0.9554  -0.17
45 H 3.3990 -1.3323 0.9571  0.36
46 C 2.0650 -3.7414 -1.4647  -0.28
47 H 0.2191 -3.6631 -0.1227  0.36
48 C 3.2458 -3.0800 -1.8547  -0.66
49 H 4.6787 -1.6915 -1.1688  0.42
50 H 1.7505 -4.7163 -1.8246  0.38
51 H 3.9034 -3.6092 -2.6700  0.32
52 S -2.2553 1.7843 1.7034  -0.43
53 C -3.0451 0.6273 2.6876  0.20
54 N -2.3569 -0.3694 3.2954  0.09
55 C -2.9852 -1.2716 4.2615  -0.70
56 C -4.3679 -1.5991 3.7311  -0.53
57 C -5.1445 -0.3015 3.6577  -0.62
58 N -4.3811 0.6667 2.8726  -0.14
59 H -1.3555 -0.2055 3.3715  0.18
60 H -3.0609 -0.7715 5.2347  0.31
61 H -2.3506 -2.1490 4.3681  0.38
62 H -4.8743 -2.3215 4.3678  0.36
63 H -4.2830 -2.0487 2.7384  0.26
64 H -5.2955 0.1021 4.6639  0.32
65 H -6.1235 -0.4194 3.1906  0.38
66 H -4.8316 1.4977 2.5111  0.26

The net charge is +1. The calculation puts the energy above the lowest of the compared OMol25 structures with the same formula, charge and spin at 110.73 kJ/mol. For the gap between HOMO and LUMO (alpha / beta), the calculation gives 5.49 / 4.93 eV. Its HOMO energy (alpha / beta) is -9.78 / -9.75 eV. The value obtained for the total energy is -1674.83728 a.u.